1.
79
Properties=species:S:1:pos:R:3 method="wB97M-V/def2-TZVPD" mol_weight_da=579.652 multiplicity=1 e_lumo_ev=-2.5 total_energy_ev=-68680.65066 max_force_ev_per_a=3.82 e_homo_ev=-10.96 charge=+1 orbital_gap_ha=0.309 e_above_lowest_ev=0.000
H 1.912 -2.546 4.768
H -3.052 2.921 0.724
C 0.702 -2.677 -0.653
C -4.116 0.651 0.286
C 0.031 0.848 -2.704
H -3.637 -1.361 1.797
C 0.878 -2.815 2.872
C 1.888 -1.739 -2.458
C 1.597 -2.159 3.807
C 1.213 -0.853 2.063
H 2.756 2.075 2.720
P 2.709 0.414 4.177
C -0.148 -2.395 0.577
H 0.357 0.606 1.166
C -4.536 -1.619 1.217
C -2.336 0.962 -2.864
C -3.788 1.633 -0.872
H -4.685 2.734 -2.478
N 1.786 -0.889 3.262
H 5.949 3.485 -1.743
N 3.471 1.425 3.043
H 2.975 -1.691 -2.299
H -4.636 -2.691 1.015
H -3.174 0.509 0.848
H 2.289 -0.791 -4.332
S 0.393 -4.480 3.220
C 6.429 1.962 1.151
O 1.302 0.567 -3.203
C -4.901 1.803 -1.932
O 1.161 -1.499 -1.258
H -3.997 -2.570 -0.979
H -1.048 0.385 -4.509
C -4.682 -0.741 -0.082
C 7.902 3.445 -0.111
H -5.849 1.987 -1.405
O 0.999 -4.845 4.442
H 7.698 4.514 -0.181
N 0.628 -2.016 1.772
O 3.910 -0.327 5.002
H -5.014 0.952 -2.608
H -4.803 1.143 0.996
C -1.251 1.521 -0.793
H 3.809 0.865 2.260
H 8.380 3.110 -1.033
F 0.946 -5.404 2.090
H -4.323 -1.366 -2.210
H -6.530 -1.802 -0.362
O 5.398 1.333 1.361
H 4.768 -0.030 4.648
H -2.997 3.656 -0.872
H 0.875 1.382 -0.799
C -3.627 3.055 -0.204
O -1.023 -4.515 3.239
H 0.037 -3.200 -1.369
H -6.323 -0.465 -1.457
H 4.710 3.242 -0.489
H 0.600 -1.228 -4.103
C -2.415 1.350 -1.541
H -5.384 -1.341 1.868
H 7.272 1.944 1.857
C 1.470 -0.786 -3.597
C -0.031 1.257 -1.391
C -1.104 0.700 -3.468
C -6.205 -0.752 -0.402
H -4.600 3.525 -0.032
H -6.782 -0.099 0.260
H 5.390 1.845 -1.337
C -3.911 -1.495 -1.202
C 5.617 2.835 -0.938
H -0.903 -1.617 0.393
H -3.212 0.811 -3.486
H 8.577 3.266 0.723
H -0.699 -3.308 0.843
N 6.655 2.724 0.076
H -1.268 1.849 0.247
H 1.512 -3.388 -0.403
O 1.243 0.227 1.294
H -2.840 -1.258 -1.127
H 1.636 -2.761 -2.798

---

2.
74
Properties=species:S:1:pos:R:3 method="wB97M-V/def2-TZVPD" mol_weight_da=631.530 multiplicity=6 e_lumo_ev="-1.1 / -1.3" total_energy_ev=-84030.76983 max_force_ev_per_a=1.94 e_homo_ev="-7.69 / -8.25" orbital_gap_ha="0.241 / 0.257"
O -0.877 -1.710 1.976
C 0.228 -3.572 -4.516
Mn 0.050 0.578 -1.802
C -3.182 -1.926 2.652
H -1.768 -2.929 -5.084
H 4.511 0.476 2.285
H 2.550 -2.474 1.011
H -2.854 -1.352 0.021
H -1.820 -2.726 -0.417
H 3.124 1.602 2.338
H 4.161 -1.877 1.498
H 0.960 1.790 3.295
H 2.198 -1.748 -2.407
H 2.925 4.083 -0.684
H -5.021 0.228 -4.846
C -2.603 1.505 -2.825
H -3.210 2.334 2.349
H 2.186 -3.911 -3.629
O 1.276 -0.204 1.968
N -1.666 0.543 -2.963
H -2.641 -4.547 2.000
H -3.472 -3.011 0.182
C -3.093 -0.661 -4.471
C -2.239 2.806 2.521
H -1.982 3.392 1.633
N 0.329 -1.144 -3.113
H -2.334 2.332 -2.169
C 2.897 0.030 0.100
H 0.471 3.042 2.135
H -4.550 2.213 -3.367
H -2.414 0.437 3.982
H 4.075 5.336 -0.183
H 3.971 -0.019 -0.126
C 4.974 3.749 -1.363
H 4.679 2.957 -2.055
C -0.841 -2.683 -4.570
H 3.500 5.264 -1.854
H 3.241 0.279 3.523
C 1.354 -2.023 -3.044
H -3.455 -0.906 2.353
Si -0.189 -0.411 1.261
H 5.407 3.280 -0.475
C -1.861 -0.501 -3.814
I 0.584 2.951 -1.120
H -3.268 -1.559 -5.052
C -1.459 0.963 4.060
C -2.576 -2.378 0.295
C 1.344 -3.236 -3.737
H 5.764 4.333 -1.843
H 2.372 -0.647 -0.585
C -1.744 -3.921 2.070
C -0.757 -1.458 -3.883
C 2.657 -0.361 1.550
H 2.905 -2.172 2.727
H 2.555 1.050 -0.111
H 0.032 3.201 3.856
H -0.672 0.223 4.251
C 0.166 2.492 3.029
H -4.077 -2.558 2.584
O -1.109 0.919 1.629
C 3.805 4.657 -0.998
C -1.154 1.771 2.806
H -2.320 3.483 3.379
C -3.817 1.424 -3.504
C 3.437 0.561 2.483
C -2.083 -2.468 1.741
H -1.338 -4.003 3.081
H -1.510 1.650 4.916
H 0.184 -4.523 -5.047
C -4.072 0.326 -4.324
H -0.997 -4.305 1.368
O -0.085 -0.609 -0.330
H -2.848 -1.907 3.693
C 3.085 -1.818 1.709

---

3.
69
Properties=species:S:1:pos:R:3 method="wB97M-V/def2-TZVPD" mol_weight_da=456.491 multiplicity=2 e_lumo_ev="-8.4 / -8.7" total_energy_ev=-71287.75588 max_force_ev_per_a=4.00 e_homo_ev="-14.00 / -13.87" charge=+2 orbital_gap_ha="0.205 / 0.191"
H -1.653 -1.808 -1.681
C 0.405 -2.191 1.945
C 0.355 -0.518 -3.972
H 0.633 1.744 3.907
H -1.811 2.270 -1.899
P 1.943 0.904 0.405
H 3.289 2.850 0.529
H 3.340 -0.481 2.441
H -1.787 1.149 3.823
C -1.889 0.062 3.899
C -0.907 -1.819 2.423
C -2.152 -2.641 2.325
C 0.626 -0.315 3.309
C 0.759 -3.390 1.134
H 3.149 -2.116 1.725
H -2.393 -3.085 3.307
H -3.051 2.106 0.319
H 1.558 -3.157 0.423
C 1.566 1.253 -2.621
H 1.079 3.327 -2.592
C -1.361 1.614 -2.652
C -1.786 0.320 -2.785
H -2.032 -3.471 1.614
H 4.028 -0.229 0.413
H 0.496 0.125 -4.853
C 2.836 -1.452 2.544
H -0.631 1.893 -4.654
C 1.356 -1.306 2.577
H -2.859 -0.231 3.483
H 1.524 2.712 -4.175
H -1.688 -0.569 -4.699
C 0.962 2.455 -3.257
C 1.178 -0.046 -2.810
H 1.115 -4.214 1.770
C 2.270 2.655 0.158
H 1.214 0.603 5.127
C 3.228 -0.130 -0.329
C -0.536 2.337 -3.650
N -0.878 2.921 1.961
C -0.374 0.544 -0.647
H -4.176 0.720 0.320
H -0.933 3.366 -3.724
H -3.596 1.388 -1.231
H 3.629 0.285 -1.256
H 3.183 -1.902 3.489
V 0.091 -0.137 1.143
H -0.100 -3.757 0.570
H -0.133 1.612 -0.783
H 0.720 -1.520 -4.263
C -2.191 -1.665 -0.741
H 1.550 3.244 0.744
H -3.264 -1.839 -0.897
C 1.210 0.827 4.054
H 1.703 -0.855 -2.287
H 2.571 1.458 -2.236
H -1.894 -0.208 4.963
C -0.775 -0.635 3.208
H -1.814 -2.406 -0.033
H 2.246 1.013 3.754
H -3.014 -2.026 2.029
C -0.533 1.825 1.683
C -3.318 1.174 -0.196
H 2.827 -1.132 -0.536
P -1.962 0.014 -0.096
H -1.373 -1.701 -3.423
H 0.039 -0.163 -1.375
H 2.184 2.935 -0.899
C -1.166 -0.662 -3.728
H -2.831 0.073 -2.539